Density functional theory data (wB97M-V/def2-TZVPD) for 10 unconnected molecules or ions with the total composition C58H146N10O19 in a non-equilibrium geometry.

Last column: Mulliken charge in e.
Positions of all 233 atoms, in Å:
1 C 0.8672 2.1337 -0.0298  -0.2135
2 O 0.5611 0.8608 0.3946  0.3951
3 C 1.6819 0.0993 0.7129  -1.3296
4 C 1.1723 -1.3312 0.8427  2.7595
5 C 0.1356 -1.4636 1.9807  -0.8236
6 N 2.3234 -2.1925 1.0788  -0.3276
7 H 1.2343 2.1539 -1.0559  0.2413
8 H 1.6944 2.4642 0.5983  -0.3018
9 H 0.0301 2.7714 0.2546  0.0937
10 H 2.4132 -0.0260 -0.0856  0.4778
11 H 2.2620 0.4174 1.5791  0.0325
12 H 0.9292 -1.6222 -0.1792  -1.2546
13 H -0.0313 -2.5343 2.0984  -0.1957
14 H -0.8102 -0.9675 1.7627  0.2491
15 H 0.4348 -1.1514 2.9812  0.3460
16 H 2.8594 -2.1199 0.2259  0.5724
17 H 2.1256 -3.1725 0.9359  -0.3558
18 C 1.3970 -3.6549 6.8640  -0.6480
19 O 1.7265 -3.4962 5.5127  -0.0863
20 C 3.1100 -3.4868 5.1466  -0.4018
21 C 3.5913 -4.9877 5.0799  -0.7872
22 N 3.0880 -5.8424 3.9710  -0.3801
23 C 3.6659 -5.5156 2.7452  -0.4625
24 C 3.2223 -6.3459 1.4917  -0.8579
25 O 1.8090 -6.0919 1.2736  0.1404
26 C 1.2562 -6.9473 0.2768  -0.9361
27 H 1.8411 -4.5628 7.2720  0.2884
28 H 0.3252 -3.6228 7.0598  -0.0061
29 H 1.9570 -2.8635 7.3623  0.3847
30 H 3.5922 -2.8793 5.9125  0.4749
31 H 2.9998 -2.9257 4.2186  0.0609
32 H 3.3515 -5.5769 5.9651  0.4298
33 H 4.6799 -4.9406 5.1073  0.3712
34 H 2.1744 -5.4540 3.7847  0.2417
35 H 4.7490 -5.3934 2.7314  0.4676
36 H 3.3355 -4.4998 2.5281  0.0596
37 H 3.2705 -7.3978 1.7730  0.5064
38 H 3.7507 -6.0353 0.5904  0.3066
39 H 1.6891 -7.1801 -0.6961  0.2165
40 H 0.3653 -6.3274 0.1764  0.2319
41 H 0.8721 -7.8804 0.6891  0.3999
42 C -4.0033 -0.1523 2.8225  -0.6531
43 O -4.0264 1.0828 3.5997  -0.3528
44 C -3.9471 0.8706 5.0281  -0.4866
45 C -4.1502 2.2964 5.7021  0.0118
46 N -5.5202 2.6722 5.4794  -0.4530
47 C -6.5076 2.0133 6.4036  -0.4840
48 C -7.4722 3.0922 7.0290  -0.6275
49 O -7.8525 3.0066 8.3631  -0.3988
50 C -8.5584 1.8772 8.9077  -0.6047
51 H -3.0257 -0.6147 2.9587  0.2837
52 H -3.8168 0.2739 1.8368  0.0701
53 H -4.9418 -0.6943 2.9390  0.4442
54 H -2.8935 0.6358 5.1793  0.1948
55 H -4.6596 0.1748 5.4713  0.6107
56 H -3.4694 2.8419 5.0487  -0.4506
57 H -3.8574 2.4294 6.7436  0.4598
58 H -5.6755 2.3178 4.5465  0.2501
59 H -5.8906 1.5629 7.1811  0.3212
60 H -6.8755 1.1476 5.8528  0.4607
61 H -8.3058 2.7732 6.4033  0.2914
62 H -7.2809 4.1333 6.7687  0.3960
63 H -9.4417 1.6272 8.3198  0.2682
64 H -8.8655 2.0536 9.9385  0.2122
65 H -7.7600 1.1356 8.8821  0.2655
66 C 3.3601 3.1146 2.6013  -0.9474
67 O 2.1853 3.9254 2.2365  0.2351
68 C 2.3642 5.3180 2.1982  -0.5861
69 C 1.9179 5.7687 3.7234  -1.0994
70 N 0.7975 5.0513 4.3760  -0.3640
71 C -0.4244 5.0907 3.5207  -0.3878
72 C -1.5789 4.3506 4.0989  -0.6314
73 O -1.1434 3.0486 4.4160  -0.5195
74 C -1.2347 2.1580 3.2789  -0.0517
75 H 4.1190 3.5707 3.2371  0.3892
76 H 3.8677 2.7768 1.6978  0.1262
77 H 2.8672 2.2626 3.0695  0.2858
78 H 1.8228 5.9041 1.4556  0.4229
79 H 3.3748 5.7154 2.1036  0.2325
80 H 1.7815 6.8361 3.5495  0.4435
81 H 2.8582 5.6432 4.2603  0.4826
82 H 1.0361 4.0876 4.5616  0.2874
83 H -0.1467 4.8505 2.4944  0.1563
84 H -0.7673 6.1251 3.4967  0.4474
85 H -2.5104 4.5726 3.5782  0.3277
86 H -1.6155 4.9287 5.0222  0.3108
87 H -0.9243 1.1715 3.6232  -0.0267
88 H -0.4749 2.4378 2.5491  0.1649
89 H -2.1940 2.0803 2.7672  0.1448
90 C 4.7392 -2.1254 -1.6962  -1.1031
91 O 3.5765 -2.7486 -1.2009  -0.1963
92 C 3.1378 -3.9430 -1.8852  0.1014
93 C 2.9075 -3.7124 -3.3422  -2.0220
94 N 2.0192 -4.7080 -3.9062  -0.0852
95 C 2.5325 -6.0505 -3.8816  0.1131
96 C 3.9195 -6.3163 -4.5448  -1.0958
97 O 5.0150 -5.8903 -3.7180  -0.1739
98 C 6.2918 -6.1080 -4.1465  -0.9697
99 H 4.8723 -1.2008 -1.1345  0.2938
100 H 4.6273 -1.9521 -2.7665  0.4000
101 H 5.6614 -2.6806 -1.5250  0.2981
102 H 2.2869 -4.2848 -1.2961  0.0117
103 H 3.9220 -4.7000 -1.8957  0.6805
104 H 3.8395 -3.5538 -3.8847  0.3638
105 H 2.6006 -2.6732 -3.4608  0.6400
106 H 1.0411 -4.4645 -3.8425  0.3972
107 H 1.8549 -6.7052 -4.4296  0.5603
108 H 2.5134 -6.4354 -2.8620  -0.3127
109 H 3.9568 -5.7637 -5.4836  0.3961
110 H 4.0690 -7.3356 -4.9010  0.5710
111 H 6.5882 -5.1403 -4.5514  0.3525
112 H 6.5814 -6.8931 -4.8450  0.3329
113 H 7.0964 -6.2703 -3.4293  0.2751
114 C 4.5213 4.3247 -1.2943  0.1144
115 O 5.1748 5.1779 -0.3850  -0.2513
116 C 5.9419 6.3127 -0.7542  -0.6985
117 C 5.1213 7.5191 -1.4186  -0.3874
118 N 4.5416 7.3512 -2.7227  -0.3430
119 C 3.6424 8.4115 -2.9884  0.2932
120 C 4.4465 9.7024 -3.3458  -0.8185
121 O 4.8750 10.3507 -2.1412  -0.3230
122 C 5.8969 11.3304 -2.2745  -0.7425
123 H 3.8216 4.8260 -1.9630  -0.0579
124 H 3.9285 3.6325 -0.6962  -0.2492
125 H 5.2647 3.7743 -1.8709  0.3576
126 H 6.7745 6.1591 -1.4406  0.3691
127 H 6.2986 6.6833 0.2069  0.2960
128 H 5.8235 8.3516 -1.3732  0.2645
129 H 4.3559 7.8401 -0.7120  0.3364
130 H 3.9988 6.5007 -2.6760  0.0708
131 H 2.9035 8.6203 -2.2148  0.3666
132 H 3.0375 8.2806 -3.8856  -0.2509
133 H 3.9003 10.3879 -3.9937  0.4665
134 H 5.2984 9.3539 -3.9297  0.4034
135 H 6.7804 11.2813 -1.6380  0.2635
136 H 5.6102 12.3688 -2.1087  0.2564
137 H 6.3241 11.1414 -3.2593  0.3278
138 C -4.0891 -8.3058 3.8638  -0.7480
139 O -2.8480 -8.9601 4.1414  -0.4506
140 C -1.7436 -8.4744 3.4160  -0.6455
141 C -1.1697 -7.1657 4.0480  -0.1432
142 N -2.0378 -6.0915 3.6342  0.1960
143 C -1.3817 -4.8017 3.6713  -0.2780
144 C -1.5811 -4.0854 5.0335  -0.7181
145 O -2.9032 -3.6939 5.3519  -0.4614
146 C -2.8826 -2.7736 6.4031  -0.4302
147 H -4.6308 -8.1776 4.8010  0.2995
148 H -4.6368 -9.0062 3.2333  0.2952
149 H -4.1432 -7.3117 3.4201  0.2968
150 H -2.1612 -8.2135 2.4436  0.2764
151 H -0.9828 -9.2549 3.4137  0.3945
152 H -0.1229 -7.1247 3.7469  0.1427
153 H -1.1738 -7.3361 5.1245  0.3200
154 H -2.7416 -6.1444 4.3567  0.3735
155 H -1.8172 -4.3041 2.8047  0.2282
156 H -0.3045 -4.8107 3.5055  -0.5964
157 H -0.9352 -3.2264 4.8519  0.8449
158 H -1.2347 -4.7507 5.8245  0.2352
159 H -2.6898 -1.8178 5.9157  -0.0409
160 H -2.1165 -2.8237 7.1768  0.2708
161 H -3.8941 -2.7607 6.8089  0.3549
162 C -2.0010 -8.2719 -2.5243  -0.9897
163 O -1.7749 -7.1274 -1.6777  -0.0782
164 C -2.9138 -6.4421 -1.1734  -0.4126
165 C -3.8792 -5.8676 -2.3873  -0.9123
166 N -3.0029 -5.0030 -3.1947  -0.2883
167 C -2.9361 -3.5853 -2.8749  -0.4166
168 C -1.9289 -2.8050 -3.6702  -0.8804
169 O -0.6247 -3.1870 -3.2686  -0.3861
170 C -0.0957 -2.6981 -2.0829  -0.5158
171 H -1.2730 -9.0824 -2.4898  0.2790
172 H -1.8682 -7.8950 -3.5384  0.3596
173 H -2.8764 -8.9091 -2.3989  0.3260
174 H -2.6492 -5.6388 -0.4858  0.2621
175 H -3.6057 -7.0332 -0.5735  0.3531
176 H -4.7155 -5.2440 -2.0717  0.4343
177 H -4.0438 -6.6444 -3.1341  0.3821
178 H -2.0861 -5.4113 -3.0817  0.1816
179 H -2.9915 -3.4523 -1.7944  0.2249
180 H -3.9023 -3.1526 -3.1342  0.6540
181 H -2.1570 -1.7394 -3.6478  0.3084
182 H -2.1248 -3.0986 -4.7015  0.3342
183 H 0.9807 -2.6123 -2.2315  0.2005
184 H -0.2994 -3.4645 -1.3351  0.1951
185 H -0.2817 -1.6763 -1.7520  0.2366
186 C 1.3614 3.6469 -4.2458  -0.0100
187 O 1.4939 5.0648 -4.3279  -0.2989
188 C 0.6815 5.7501 -5.2644  -0.2923
189 C 1.4418 6.8229 -6.1510  -0.7635
190 N 0.7437 7.1468 -7.4036  -0.3026
191 C 1.2673 6.1871 -8.4091  -0.4311
192 C 0.4666 6.2251 -9.7407  -0.4903
193 O 0.5074 5.0021 -10.5385  -0.3429
194 C -0.3948 4.9225 -11.6836  -0.6988
195 H 1.7654 3.0455 -5.0602  0.3581
196 H 0.2935 3.4329 -4.2035  -0.1795
197 H 1.7632 3.3579 -3.2746  -0.0585
198 H -0.1477 6.1262 -4.6652  0.2298
199 H 0.2522 5.0096 -5.9393  0.4899
200 H 2.4921 6.6273 -6.3668  0.3756
201 H 1.5470 7.7396 -5.5707  0.0891
202 H -0.2601 7.2271 -7.4818  0.2762
203 H 1.1875 5.1267 -8.1699  0.2434
204 H 2.3469 6.3045 -8.5026  0.2747
205 H 0.7330 7.0815 -10.3601  0.3263
206 H -0.5786 6.2429 -9.4319  0.2851
207 H -1.4405 4.6838 -11.4897  0.2744
208 H -0.0352 4.1524 -12.3661  0.2587
209 H -0.2870 5.8541 -12.2390  0.2949
210 C -2.7686 5.2114 -4.9588  -0.9226
211 O -2.1092 4.5649 -3.8717  -0.2389
212 C -2.8638 3.4511 -3.3084  -0.9493
213 C -1.9891 2.3960 -2.7021  0.0233
214 N -2.7551 1.1471 -2.4231  -0.0732
215 C -4.0149 1.3200 -1.6998  -0.7093
216 C -4.8184 0.0925 -1.4067  -1.0328
217 O -4.0591 -0.7835 -0.6215  0.1328
218 C -4.8834 -1.9016 -0.2545  -1.0359
219 H -3.8252 5.2859 -4.7014  0.4523
220 H -2.8741 4.7224 -5.9272  0.3432
221 H -2.2482 6.1140 -5.2790  0.2420
222 H -3.3907 2.9356 -4.1114  0.5058
223 H -3.5113 3.8447 -2.5249  0.3219
224 H -1.7822 2.9481 -1.7853  0.0563
225 H -1.0790 2.0969 -3.2220  0.3661
226 H -2.2138 0.4893 -1.8806  -0.0664
227 H -4.7052 1.9671 -2.2409  0.4470
228 H -3.9423 1.9132 -0.7882  0.4046
229 H -5.0076 -0.4050 -2.3579  0.3848
230 H -5.8179 0.3373 -1.0472  0.4390
231 H -4.8225 -2.6799 -1.0152  0.3185
232 H -5.9535 -1.7186 -0.1562  0.4376
233 H -4.6677 -2.4566 0.6584  0.2331

Atoms 1-6, force components in eV/Å:
1.0 0.8 1.0
-0.5 -1.0 0.1
0.0 -1.8 -0.4
0.5 0.0 1.2
-0.2 -0.9 -0.9
0.9 0.1 0.7

Results
- HOMO level (eV) = -8.2
- structure (SMILES) = COC[C@H](C)N.COCCNCCOC.COCCNCCOC.COCCNCCOC.COCCNCCOC.COCCNCCOC.COCCNCCOC.COCCNCCOC.COCCNCCOC.COCCNCCOC
- ΔE to the lowest compared entry with this formula, charge and spin (kcal per mole) = 288.5
- strongest force on any atom (eV/A) = 4.08
- total energy (Eh) = -4273.6948
- net charge = 0
- gap between HOMO and LUMO (eV) = 8.703